Version 1
Below is an isolated ion of composition C8H13N2O and charge +1, with properties calculated with ωB97M-V/def2-TZVPD.

Calculated values
Lowest unoccupied orbital energy (alpha / beta) ... -5.499 / -5.500 eV
HOMO (alpha / beta) ... -13.6 / -13.6 eV

ORCA input file:
```
! wB97M-V def2-TZVPD RIJCOSX def2/J DEFGRID3
* xyz 1 1
H 0.901 1.507 -2.406
H 0.540 3.102 -0.667
H 1.161 0.527 1.782
C 1.337 0.778 -1.645
H 0.018 -3.834 0.765
H 2.379 0.993 -1.557
C -0.281 2.346 -0.497
H -3.285 -1.264 0.997
H -0.820 2.293 -1.443
O 1.659 -2.041 -0.439
C -0.372 -0.091 0.000
H -2.357 -3.345 1.330
C 0.548 1.003 -0.374
H 1.749 2.115 0.986
C -1.715 -2.518 0.870
N 0.508 -1.997 -0.037
H -2.010 0.826 0.779
H 1.102 -0.232 -2.005
H -0.935 2.674 0.318
C 1.554 1.027 0.802
H 2.570 0.535 0.713
C -0.339 -2.834 0.490
N -2.334 -1.345 0.752
C -1.579 -0.226 0.488
*
```


Version 2
Below is an isolated ion of composition C8H13N2O and charge +1, with properties calculated with ωB97M-V/def2-TZVPD.

Calculated values
Lowest unoccupied orbital energy ... -3.904 eV
SMILES ... Cc1ccoc1C(=[NH2+])N(C)C
HOMO ... -12.9 eV

ORCA input file:
```
! wB97M-V def2-TZVPD RIJCOSX def2/J DEFGRID3
* xyz 1 1
H 2.957 -2.324 -0.616
H 4.000 0.285 0.266
C 1.950 -0.522 0.078
H 2.670 -2.246 1.034
C -1.599 1.849 0.034
H -1.959 -1.790 -0.291
C 2.973 0.478 0.086
H -3.570 0.422 -0.629
H -3.206 -1.002 0.235
C 0.725 0.096 -0.092
N -0.949 -1.682 -0.505
H -0.900 2.263 0.777
H 2.671 2.733 -0.267
H -3.482 0.599 1.042
H -0.165 -2.272 -0.361
C -3.037 0.040 0.194
C -0.646 -0.419 -0.110
H -1.187 2.190 -1.012
H 1.425 -2.621 -0.102
C 2.298 1.720 -0.044
H -2.535 2.305 0.197
C 2.273 -2.000 0.117
O 0.995 1.482 -0.099
N -1.702 0.415 0.066
*
```


Version 3
Below is an isolated ion of composition C8H13N2O and charge +1, with properties calculated with ωB97M-V/def2-TZVPD.

Calculated values
Lowest unoccupied orbital energy ... -3.754 eV
SMILES ... CC1(C)c2nocc2C[C@H]1[NH3+]
HOMO ... -13.1 eV

ORCA input file:
```
! wB97M-V def2-TZVPD RIJCOSX def2/J DEFGRID3
* xyz 1 1
H -1.126 -1.988 1.173
H 0.810 1.935 -1.048
C 1.911 -0.412 0.046
C -0.196 -1.065 -1.287
H -2.300 0.448 0.615
N -1.529 0.894 0.017
N 3.024 -1.079 -0.109
C 2.192 0.982 0.228
C -0.041 -1.938 0.953
H -1.993 1.810 -0.061
H -0.167 0.707 1.552
C 3.573 1.042 0.155
C 0.293 -0.807 0.052
H 0.310 -1.964 -1.703
C -0.183 0.640 0.522
H -1.382 0.506 -0.905
H 4.436 1.673 0.055
H -1.195 -1.565 -1.059
C 0.877 1.713 -0.012
H 0.063 -2.900 0.365
H -0.243 -0.409 -2.144
O 4.053 -0.242 -0.053
H 0.647 2.589 0.492
H 0.593 -1.925 1.815
*
```


Best to worst by energy: version 2, version 3, version 1.